Computed, not measured: a 8-piece molecular cluster, C32H88N8O8 overall, with ωB97M-V with the def2-TZVPD basis set.

```
136
Properties=species:S:1:pos:R:3:forces:R:3:mulliken_charge:R:1
C 4.499287 2.554345 0.246584 -0.16 1.07 0.70 -0.201
O 5.110183 3.617090 -0.493875 0.48 -1.00 0.27 -0.360
C 5.555361 3.256654 -1.803632 0.80 1.39 0.09 -0.742
C 6.409006 4.513322 -2.344889 -0.80 -1.28 -0.51 0.357
C 6.777118 4.356876 -3.866202 0.33 -0.53 0.00 -1.300
N 7.639060 4.738490 -1.484384 -1.71 -0.16 -1.46 -0.749
H 4.282156 2.979928 1.226299 -0.32 0.31 -0.08 0.150
H 5.104136 1.698581 0.546494 0.54 -0.18 -0.88 0.376
H 3.551403 2.240082 -0.190288 0.06 -0.16 -0.24 -0.085
H 6.237822 2.406762 -1.798278 -0.02 -0.39 0.21 0.301
H 4.652477 3.008059 -2.361421 0.17 0.10 -0.66 0.367
H 5.648339 5.293858 -2.360477 0.59 0.62 0.77 0.330
H 6.445965 5.157532 -4.527545 -0.26 0.29 0.46 0.294
H 6.386579 3.452955 -4.333646 -0.41 -0.20 0.32 0.354
H 7.837226 4.273594 -4.105645 0.30 0.13 0.65 0.366
H 8.111485 3.856535 -1.622482 0.63 -0.12 0.12 0.290
H 7.350643 4.722050 -0.516579 -0.23 0.12 0.24 0.312
C -1.261482 3.728818 -8.170820 0.37 -0.80 0.21 -0.765
O -1.116217 3.081901 -6.887798 0.73 1.39 0.32 -0.309
C -0.373773 3.932009 -5.910068 -0.62 -1.52 -0.40 -0.945
C -0.031508 3.124475 -4.631468 0.16 0.64 0.44 0.854
C 0.463855 4.086900 -3.573880 0.07 0.81 0.92 -1.325
N 1.029584 2.123910 -4.784594 -0.43 -0.06 -1.37 -0.739
H -1.844157 4.649969 -8.178676 0.29 0.34 0.52 0.289
H -1.795623 3.097498 -8.880914 -0.13 -0.55 0.47 0.265
H -0.274274 3.837063 -8.620068 0.11 0.54 0.04 0.321
H 0.549166 4.349763 -6.312262 0.15 -0.26 -0.45 0.411
H -1.008296 4.781274 -5.656604 -0.16 -0.03 0.19 0.437
H -0.945664 2.684652 -4.232765 -0.37 -0.11 -0.22 0.229
H -0.261539 4.855260 -3.306446 -0.24 0.02 -0.13 0.437
H 1.391688 4.613583 -3.797131 0.04 -0.12 -0.58 0.366
H 0.695515 3.580780 -2.636717 -0.12 -0.33 -0.04 0.100
H 1.038300 1.438176 -4.043102 -0.02 0.26 0.53 0.098
H 0.753692 1.565139 -5.579422 0.24 -0.20 -0.49 0.338
C 0.559936 -3.318369 2.124550 -0.04 -0.27 -0.73 -0.787
O 1.015756 -3.637939 0.804246 0.77 -0.18 0.45 -0.351
C 2.270399 -4.358529 0.832480 -1.26 -0.46 0.95 -1.051
C 2.848317 -4.521818 -0.553011 -0.67 0.78 -0.15 0.685
C 4.045524 -5.425635 -0.549907 0.57 0.11 0.21 -1.779
N 3.237669 -3.232024 -1.111864 0.70 -0.11 -0.09 -0.195
H 0.631116 -4.201525 2.759430 -0.13 -0.10 0.15 0.577
H -0.474091 -2.994857 2.005305 0.07 -0.10 0.19 -0.154
H 1.127582 -2.502079 2.571257 0.15 0.08 -0.02 0.369
H 2.980919 -3.927727 1.537946 0.25 0.70 -0.16 0.376
H 1.990638 -5.281221 1.340882 0.26 -0.75 -0.34 0.477
H 2.055571 -4.887169 -1.205822 -0.12 -0.38 0.01 0.143
H 4.807042 -4.948770 0.067173 0.12 -0.06 0.37 0.418
H 4.523728 -5.454507 -1.528983 -0.36 -0.36 -0.14 0.405
H 3.843283 -6.411319 -0.130820 0.03 -0.04 -0.26 0.401
H 2.582946 -2.494983 -0.892282 -0.57 0.16 -0.10 0.260
H 4.070425 -2.935088 -0.623562 0.48 0.06 0.01 0.350
C -2.219493 -4.001350 5.072693 1.03 -0.67 -0.71 -0.720
O -2.946195 -2.858582 5.339289 -0.62 0.87 0.37 -0.380
C -4.119830 -2.861413 4.556514 -1.86 0.14 0.38 -0.801
C -5.121715 -1.759662 5.007381 -0.71 0.52 0.59 0.615
C -5.495726 -1.980264 6.518331 1.53 0.26 -0.56 -1.434
N -6.414995 -1.665481 4.217486 1.10 -0.91 0.68 -0.701
H -2.751958 -4.935097 5.253527 -0.36 -0.03 0.15 0.385
H -1.283221 -4.051914 5.628518 -0.15 0.39 0.27 0.281
H -1.947342 -3.984859 4.017347 0.17 -0.30 -0.36 0.239
H -3.921479 -2.776346 3.488096 0.29 0.11 -0.22 0.204
H -4.642899 -3.804458 4.715172 -0.06 -0.39 -0.15 0.541
H -4.584347 -0.823001 4.859056 0.12 0.31 0.39 0.070
H -4.619903 -1.821593 7.147505 0.39 -0.14 -0.21 0.350
H -5.748540 -3.028904 6.674967 -0.60 0.15 0.03 0.334
H -6.175973 -1.251816 6.959614 -0.60 -0.26 -0.53 0.460
H -7.097996 -1.260241 4.841492 -0.13 -0.20 0.18 0.260
H -6.345698 -0.989890 3.469904 0.38 -0.03 0.01 0.412
C -5.296636 1.431436 1.781944 0.55 0.33 -0.27 -0.672
O -5.786949 0.162780 2.142567 0.12 -0.18 -0.30 -0.379
C -5.769423 -0.750506 1.032784 -0.15 0.49 0.36 -0.687
C -7.029159 -0.661998 0.191790 -0.78 1.00 0.14 0.659
C -8.396283 -0.944812 0.853102 0.81 -0.35 0.62 -1.663
N -6.903220 -1.527910 -0.935682 -0.67 -1.33 -0.89 -0.762
H -5.296924 2.163921 2.589143 -0.60 -0.40 0.34 0.314
H -5.845489 1.840835 0.933852 -0.02 0.10 -0.07 0.290
H -4.238692 1.360621 1.529266 0.21 -0.12 -0.39 0.109
H -4.902193 -0.557458 0.401337 0.14 0.37 -0.22 0.306
H -5.573686 -1.760182 1.393800 -0.54 -0.08 0.33 0.444
H -7.197816 0.316287 -0.258322 0.65 0.91 0.68 0.237
H -9.212087 -0.897315 0.131780 0.13 0.10 -0.21 0.519
H -8.618325 -0.217170 1.633695 0.11 -0.05 0.06 0.278
H -8.404080 -1.947537 1.280385 -0.03 -0.03 0.14 0.357
H -7.813601 -1.364839 -1.341553 -0.09 -0.80 -0.84 0.307
H -6.251267 -1.217227 -1.641748 0.36 0.24 0.15 0.232
C -0.391379 3.052334 3.121101 1.28 0.21 0.07 -0.380
O 0.579732 3.007193 4.148233 -0.09 1.07 0.30 -0.442
C 1.256528 1.799457 4.241147 1.74 0.08 0.46 0.099
C 2.568276 2.001192 5.113664 0.13 0.38 -0.27 0.419
C 3.543505 3.010486 4.518980 -0.41 1.10 -0.18 -1.524
N 3.363785 0.808218 5.190328 -0.46 -1.72 -0.66 -0.672
H 0.121952 2.954477 2.164539 -0.03 -0.51 -0.36 0.138
H -0.755409 4.079105 3.084694 -0.65 -0.30 0.43 0.366
H -1.097421 2.236923 3.278290 -0.50 0.31 -0.25 0.116
H 0.568589 1.052689 4.637585 0.18 -0.46 0.25 0.308
H 1.611090 1.480844 3.260916 -0.05 -0.25 -0.32 -0.197
H 2.304989 2.286515 6.132174 -0.51 0.57 -0.01 0.297
H 4.437497 3.179822 5.119141 -0.19 -0.17 0.57 0.433
H 3.062172 3.982211 4.408627 0.06 0.08 -0.20 0.307
H 3.982311 2.694298 3.572629 -0.54 -0.22 -0.23 0.377
H 4.161830 0.888071 5.804197 -0.18 0.07 0.08 0.226
H 2.790076 0.018916 5.451030 0.23 -0.25 0.28 0.197
C -1.880155 -0.619535 2.561550 0.29 0.67 -1.19 -0.887
O -0.636828 -0.421449 1.914269 0.81 -1.16 1.27 0.307
C -0.660595 0.119363 0.635718 0.48 0.94 0.33 -0.843
C 0.756916 0.060552 0.040718 -0.41 -0.09 -1.45 0.849
C 0.903850 0.990516 -1.163440 -0.14 0.41 -0.02 -2.734
N 1.137053 -1.228527 -0.526446 -0.52 -0.16 1.37 0.015
H -2.538467 -1.050404 1.807183 -0.53 -0.37 0.26 0.412
H -2.276642 0.361136 2.824606 -0.34 0.05 0.34 0.072
H -1.770910 -1.249826 3.444114 0.11 0.03 -0.13 0.228
H -1.427270 -0.353743 0.022132 0.03 -0.32 -0.42 0.137
H -0.941650 1.167057 0.742659 -0.18 0.46 -0.24 0.400
H 1.519156 0.281342 0.787938 -0.35 0.37 0.34 0.510
H 0.531968 0.516663 -2.071884 -0.23 -0.30 0.08 0.669
H 1.972765 1.131492 -1.323606 -0.10 0.48 -0.09 0.796
H 0.338078 1.921442 -1.126113 0.37 0.28 0.41 0.509
H 0.455224 -1.482313 -1.227010 0.12 0.26 -0.48 -0.296
H 0.954006 -1.922128 0.184547 0.42 -0.27 0.16 0.077
C -1.063386 -2.957423 -2.199906 -0.16 -0.57 0.68 -0.765
O -0.258273 -1.974328 -2.822188 0.04 -0.79 -1.60 -0.440
C 0.714699 -2.617568 -3.698946 0.33 0.02 -0.16 -0.376
C 1.764363 -1.652183 -4.329955 -0.91 -0.01 0.97 0.560
C 2.615588 -2.367283 -5.415072 -1.27 0.55 0.48 -1.609
N 2.583672 -0.992647 -3.332049 0.82 0.43 -0.37 -0.347
H -1.843503 -2.471241 -1.614111 0.28 0.19 0.17 0.255
H -0.460320 -3.626406 -1.586013 0.33 0.34 0.68 0.087
H -1.590574 -3.720161 -2.772966 -0.03 0.51 -1.28 0.386
H 1.225510 -3.380135 -3.110998 0.23 -0.12 0.14 0.023
H 0.205916 -3.124976 -4.518567 -0.41 -0.05 -0.02 0.453
H 1.152729 -0.854946 -4.752350 0.01 0.06 -0.54 0.000
H 3.228076 -1.633984 -5.939702 0.52 -0.20 0.52 0.395
H 1.982158 -2.761414 -6.209755 -0.27 -0.22 0.16 0.389
H 3.120881 -3.205854 -4.935920 0.51 0.19 -0.25 0.365
H 2.072814 -0.518615 -2.601005 -0.14 -0.34 -0.23 -0.284
H 3.253892 -1.593603 -2.874057 -0.12 -0.36 -0.10 0.349
```
Positions in Å, forces in eV/Å.

Calculated values
LUMO energy (eV): 0.4
SMILES: COC[C@H](C)N.COC[C@H](C)N.COC[C@H](C)N.COC[C@H](C)N.COC[C@H](C)N.COC[C@H](C)N.COC[C@H](C)N.COC[C@H](C)N
E_HOMO (eV): -8.41
Frontier orbital gap (Eh): 0.32261
Total energy (eV): -62905.363
ΔE to the lowest compared entry with this formula, charge and spin (eV): 3.404